No. 1
DFT (ωB97M-V/def2-TZVPD) results for a molecular structure, C33H55N12O4SeSr in a non-equilibrium geometry.

```
! wB97M-V def2-TZVPD RIJCOSX def2/J DEFGRID3
* xyz 1 1
Sr -2.504 0.419 -0.395
C 2.135 -1.347 -5.360
C 0.967 -1.784 -4.481
C 1.294 -3.102 -3.772
C 0.193 -3.727 -2.898
C -1.178 -3.711 -3.561
C 0.539 -5.173 -2.564
N 0.119 -2.877 -1.634
C 1.287 -3.058 -0.706
C 0.896 -3.208 0.751
N 0.721 -1.957 1.480
C -0.439 -2.077 2.337
C -1.764 -1.986 1.581
O -2.785 -2.304 2.169
O -1.684 -1.503 0.392
C 1.951 -1.545 2.168
C 1.701 -0.455 3.210
C 3.103 -1.187 1.213
C 3.092 -0.002 0.215
C 2.780 1.341 0.876
C 4.530 0.050 -0.322
N 2.119 -0.210 -0.894
C 2.534 0.053 -2.263
C 1.365 0.349 -3.186
N 0.448 -0.736 -3.558
C -0.770 -0.088 -4.063
C -1.771 0.138 -2.945
O -2.225 1.281 -2.699
O -2.100 -0.871 -2.268
H 2.333 -2.121 -6.100
H 3.053 -1.193 -4.794
H 1.909 -0.431 -5.902
H 0.146 -2.009 -5.163
H 2.210 -2.996 -3.181
H 1.527 -3.833 -4.552
H -1.091 -4.143 -4.558
H -1.595 -2.715 -3.628
H -1.880 -4.321 -2.994
H 0.323 -5.783 -3.439
H -0.076 -5.545 -1.744
H 1.586 -5.328 -2.316
H 0.099 -1.898 -1.994
H -0.776 -2.963 -1.131
H 1.888 -2.161 -0.833
H 1.846 -3.924 -1.037
H 1.665 -3.827 1.241
H -0.030 -3.786 0.815
H -0.457 -1.264 3.059
H -0.454 -3.011 2.922
H 2.346 -2.417 2.726
H 1.073 0.348 2.822
H 2.650 -0.018 3.517
H 1.227 -0.855 4.104
H 3.373 -2.075 0.638
H 3.961 -1.020 1.872
H 3.373 1.504 1.776
H 1.728 1.408 1.147
H 2.999 2.150 0.177
H 5.220 0.154 0.514
H 4.696 0.897 -0.981
H 4.794 -0.863 -0.855
H 1.254 0.278 -0.680
H 3.122 -0.790 -2.642
H 3.179 0.937 -2.353
H 1.764 0.829 -4.090
H 0.751 1.114 -2.701
H -1.268 -0.727 -4.792
H -0.547 0.864 -4.559
N -0.263 3.358 -2.938
C 0.148 3.744 -1.721
N 1.021 4.751 -1.666
C 1.400 5.092 -0.437
N 2.298 6.080 -0.310
N 0.955 4.522 0.700
C 0.109 3.527 0.505
N -0.329 3.056 -0.655
C -0.396 2.878 1.752
C -0.078 3.416 2.991
C -0.528 2.778 4.133
C -1.276 1.617 4.000
C -1.544 1.158 2.720
N -1.120 1.772 1.614
H -0.025 3.966 -3.704
H -1.055 2.719 -3.012
H 2.603 6.575 -1.129
H 2.550 6.403 0.606
H 0.520 4.315 3.036
H -0.293 3.177 5.110
H -1.647 1.074 4.858
H -2.139 0.262 2.578
C -4.320 3.714 2.685
N -4.444 2.571 3.571
C -4.381 2.606 4.947
C -4.538 1.337 5.384
N -4.686 0.540 4.269
C -4.911 -0.902 4.278
C -4.656 1.306 3.161
Se -4.944 0.718 1.435
H -4.148 4.597 3.295
H -5.230 3.831 2.100
H -3.479 3.564 2.007
H -4.225 3.521 5.485
H -4.551 0.931 6.377
H -5.962 -1.111 4.470
H -4.296 -1.343 5.060
H -4.615 -1.308 3.312
*
```

Orbital gap, eV: 7.77
E_tot, a.u.: -4680.72880

These are the Löwdin partial charges, in e, on atoms 1 to 4: Sr 1.4279; C -0.0375; C -0.3321; C -0.0852


No. 2
DFT (ωB97M-V/def2-TZVPD) results for a molecular structure, C33H55NP2Yb in a non-equilibrium geometry.

```
! wB97M-V def2-TZVPD RIJCOSX def2/J DEFGRID3
* xyz 1 2
Yb -0.320 2.408 0.801
C 0.596 1.497 2.697
C 1.581 2.127 1.877
C 0.089 3.722 2.567
C -0.328 2.493 3.111
C 1.260 3.510 1.799
C 0.570 0.125 3.174
H 1.245 -0.539 2.631
H -0.719 -0.441 3.036
H 0.764 0.056 4.256
C -1.385 2.330 4.137
H -1.138 1.498 4.806
H -2.377 2.134 3.704
H -1.443 3.243 4.753
C -0.656 4.990 2.681
H -0.951 5.118 3.724
H -1.578 5.007 2.082
H -0.016 5.831 2.400
C 1.829 4.438 0.791
H 1.422 5.450 0.902
H 1.686 4.105 -0.256
H 2.912 4.520 0.938
C 2.562 1.408 1.064
H 3.384 2.074 0.769
H 2.116 0.991 0.143
H 2.954 0.555 1.633
C 0.173 -2.687 -0.269
C 1.305 -2.769 0.453
C 2.692 -2.411 -0.006
C 2.964 -2.706 -1.503
C 2.916 -1.537 -2.446
C 1.944 -0.609 -2.494
C 0.702 -0.612 -1.644
C 0.015 -2.000 -1.608
H 3.441 -2.971 0.589
H 2.291 -3.506 -1.835
H 2.878 -1.348 0.241
H 0.370 -2.621 -2.459
H -0.788 -3.045 0.135
H 1.239 -3.136 1.491
H -1.071 -1.851 -1.772
H 0.949 -0.311 -0.622
H 2.072 0.265 -3.152
H -0.009 0.147 -2.014
H 3.980 -3.119 -1.586
H 3.794 -1.435 -3.097
P -0.395 -0.054 -4.470
P -0.597 3.110 -4.504
C -0.603 0.758 -6.163
C -1.213 2.146 -6.036
H -1.265 0.108 -6.759
H 0.389 0.785 -6.654
H -0.963 2.742 -6.930
H -2.312 2.076 -5.947
C -1.172 4.704 -5.270
H -0.686 5.534 -4.746
H -2.262 4.788 -5.171
H -0.907 4.751 -6.337
C 1.135 3.268 -5.147
H 1.149 3.395 -6.238
H 1.735 2.394 -4.869
H 1.558 4.168 -4.682
C -2.084 -0.795 -4.377
H -2.374 -0.809 -3.321
H -2.071 -1.821 -4.768
H -2.789 -0.180 -4.949
C 0.462 -1.546 -5.191
H 0.238 -1.570 -6.265
H 0.110 -2.472 -4.728
H 1.538 -1.441 -5.019
C 1.211 -3.844 5.539
N -0.112 -3.314 5.252
C -1.141 -3.944 6.046
C -0.327 -3.027 3.852
C -1.665 -2.422 3.433
C -2.800 -3.246 3.361
C -4.003 -2.754 2.841
C -4.089 -1.423 2.466
C -2.975 -0.580 2.616
C -1.748 -1.106 3.027
H 1.306 -4.910 5.253
H 1.405 -3.771 6.618
H 1.962 -3.265 4.988
H -0.781 -3.920 7.085
H -2.089 -3.403 5.968
H -1.304 -5.006 5.777
H 0.473 -2.315 3.597
H -0.119 -3.943 3.251
H -2.727 -4.272 3.715
H -4.866 -3.425 2.756
H -5.032 -1.019 2.060
H -3.114 0.486 2.418
*
```

Orbital gap (spin up / spin down), eV: 6.34 / 6.32
E_tot, a.u.: -3186.10302
Energy relative to the best compared isomer or geometry (same formula, charge and spin), kJ/mol: 76.19

These are the Löwdin partial charges, in e, on atoms 1 to 4: Yb 1.4374; C -0.3191; C -0.3465; C -0.3548


Q: What is the formula in the second record?
A: C33H55NP2Yb